ORCA calculation (ωB97M-V/def2-TZVPD) on a 3-piece molecular cluster, C3H9NO2 overall in a non-equilibrium geometry.

Geometry as XYZ:
```
15
Properties=species:S:1:pos:R:3:lowdin_charge:R:1
C 2.47477 0.16510 0.28556 -0.311
N 2.15374 -0.60625 -0.82754 0.127
C -1.57679 0.78422 1.37555 -0.066
C 0.84032 -0.68194 -1.16187 -0.160
O 1.70325 0.77738 0.97029 0.103
H 3.53847 0.20540 0.53975 0.122
H -2.33513 0.97254 2.13253 0.016
H -0.62181 1.17798 1.71425 -0.003
H -1.84451 1.23194 0.42178 0.007
H 0.29485 0.22484 -0.86236 0.089
H 0.74412 -0.84142 -2.24096 0.110
H 0.26972 -1.53971 -0.67056 0.174
H -1.53832 -0.28300 1.18497 -0.002
H -2.32477 -0.99400 -1.77681 -0.020
O -1.77789 -0.59311 -1.08460 -0.187
```

Total charge   0
HOMO level   -9.35 eV
Orbital gap   4.64 eV
Calculated total energy   -8834.6329 eV
Energy above the lowest of the compared OMol25 structures with the same formula, charge and spin   8.322 eV



ORCA calculation (ωB97M-V/def2-TZVPD) on C15H37NNaO5 as an isolated structure in a non-equilibrium geometry.

Geometry as XYZ:
```
59
Properties=species:S:1:pos:R:3:lowdin_charge:R:1
Na -0.87916 0.06976 -1.50698 0.481
C -4.36999 2.97323 -0.58690 -0.051
C -3.92797 1.45706 -0.86145 -0.532
C -4.40555 1.04039 -2.26346 -0.102
O -2.60884 1.05194 -0.55078 -0.326
H -4.15039 3.27852 0.42170 0.040
H -5.36090 3.06060 -0.88294 0.025
H -3.86249 3.64243 -1.29814 0.073
H -4.62471 0.83718 -0.20340 0.127
H -3.75711 1.44447 -3.03459 0.057
H -5.45057 1.37901 -2.40088 0.068
H -4.25254 -0.05726 -2.44154 0.074
C 1.83950 0.71313 -4.53186 -0.103
C 2.13087 0.89690 -3.02999 -0.686
C 2.50321 2.35782 -2.76915 -0.085
O 1.12582 0.34816 -2.26958 -0.343
H 0.87378 1.25521 -4.63575 0.072
H 1.57445 -0.30816 -4.82223 0.060
H 2.58830 1.16520 -5.17599 0.050
H 3.09941 0.33165 -2.90482 0.107
H 1.55122 2.87081 -2.85664 0.068
H 3.19729 2.59736 -3.59702 0.063
H 3.01462 2.52183 -1.81659 0.064
C -0.07353 2.39772 0.80953 -0.054
C -1.23734 2.80489 1.71489 -0.491
C -1.78772 4.20291 1.38262 -0.079
O -2.32644 1.87784 1.72428 -0.114
H -0.45158 2.26047 -0.20739 0.060
H 0.49413 1.51807 1.20228 0.090
H 0.67032 3.18390 0.78242 0.066
H -0.83603 2.87194 2.72179 0.113
H -1.87127 4.30099 0.28896 0.073
H -0.99481 4.88860 1.69434 0.061
H -2.71895 4.46316 1.91718 0.077
H -2.46203 1.55213 0.78374 -0.035
C 0.51308 -2.49707 4.65772 -0.141
O 0.11960 -1.85307 3.48788 -0.220
C -0.65351 -2.61946 2.50257 -0.163
C 0.23586 -3.31321 1.44763 -0.168
N 0.51805 -2.32526 0.31268 -0.039
C 1.57596 -2.75409 -0.60855 -0.188
C 3.01335 -2.70283 -0.02184 -0.176
O 3.17328 -3.97517 0.63400 -0.220
C 4.40677 -4.05515 1.33275 -0.122
H 1.26838 -3.25659 4.45341 0.078
H -0.34689 -2.95477 5.11704 0.071
H 0.90887 -1.67822 5.27852 0.095
H -1.29857 -1.87672 1.93657 0.141
H -1.29745 -3.27855 3.10870 0.110
H -0.39591 -4.10601 0.93911 0.128
H 1.12257 -3.77363 1.85468 0.091
H 0.89982 -1.56411 0.79758 0.067
H 1.66885 -2.11892 -1.46872 0.083
H 1.29961 -3.76968 -0.98803 0.132
H 3.10109 -1.91236 0.72780 0.129
H 3.67319 -2.58581 -0.83208 0.102
H 4.51790 -3.27902 2.10376 0.087
H 5.21090 -3.97315 0.61755 0.074
H 4.51222 -5.02704 1.81360 0.080
```

Total charge   -1
HOMO level   -4.34 eV
Orbital gap   6.64 eV
Calculated total energy   -32298.4511 eV



ORCA calculation (ωB97M-V/def2-TZVPD) on a 3-piece molecular cluster, CH9N3O2 overall in a non-equilibrium geometry.

Geometry as XYZ:
```
15
Properties=species:S:1:pos:R:3:lowdin_charge:R:1
N -0.29213 -0.19598 -0.37549 0.132
C -0.34999 -1.19317 0.38655 -0.598
N 0.43578 -1.34600 1.52976 0.109
N -1.16663 -2.29298 0.07674 0.074
H 0.17234 0.61483 0.01691 0.019
H 1.21207 -0.70388 1.55264 0.083
H 0.70100 -2.27374 1.80454 0.079
H -1.88985 -2.42955 0.76520 0.077
H -0.78939 -3.17117 -0.23359 0.074
O 1.72465 2.16274 0.07622 -0.073
H 2.46668 2.77463 0.07238 0.039
H 1.07987 2.50906 -0.56450 0.022
O -1.06201 2.25740 -1.74741 -0.085
H -0.65615 1.53635 -2.24730 0.029
H -1.58624 1.75146 -1.11267 0.021
```

Total charge   0
HOMO level   -9.36 eV
SMILES string   N=C(N)N.O.O
Orbital gap   10.12 eV
Calculated total energy   -9748.2730 eV
Energy above the lowest of the compared OMol25 structures with the same formula, charge and spin   0.792 eV



ORCA calculation (ωB97M-V/def2-TZVPD) on a 3-piece molecular cluster, CH8NO3 overall in a non-equilibrium geometry.

Geometry as XYZ:
```
13
Properties=species:S:1:pos:R:3:lowdin_charge:R:1
N -0.09288 1.27373 1.12234 -0.019
C -0.84944 0.08459 0.62663 -0.471
O -0.28096 -0.55572 -0.42618 -0.278
H 0.37286 1.86512 0.44647 0.027
H 0.53162 1.01592 1.86868 0.030
H -1.84961 0.49429 0.38831 0.077
H -0.98454 -0.53441 1.53338 0.095
H 0.38725 -1.65497 -0.05516 -0.019
H 0.22309 -3.21657 -0.11447 -0.034
O 0.86677 -2.62301 0.30665 -0.272
H 0.42675 0.61557 -1.50951 -0.019
H 0.36891 2.01959 -2.03409 -0.001
O 0.88018 1.21585 -2.15305 -0.117
```

Total charge   -1
HOMO level   -4.17 eV
Orbital gap   8.49 eV
Calculated total energy   -8800.1553 eV
Energy above the lowest of the compared OMol25 structures with the same formula, charge and spin   0.317 eV



ORCA calculation (ωB97M-V/def2-TZVPD) on a 2-piece molecular cluster, C13H15N2 overall in a non-equilibrium geometry.

Geometry as XYZ:
```
30
Properties=species:S:1:pos:R:3:lowdin_charge:R:1
C -5.45977 0.05347 -0.41833 -0.054
C -4.73702 -0.88366 -1.12476 -0.059
C -4.92741 0.82410 0.69739 -0.049
C -3.35414 -0.84455 -0.90058 -0.051
C -3.54040 0.83386 0.95412 -0.019
C -2.78486 -0.00669 0.05171 -0.185
C 4.82170 0.46006 -0.72161 -0.049
C 5.07500 -0.32311 0.46834 -0.039
C 3.63658 0.39044 -1.35974 -0.044
C 4.02965 -0.95585 1.03798 -0.028
C 2.46069 -0.23257 -0.78698 -0.158
C 2.65674 -0.80753 0.57774 -0.174
C -1.25589 -0.15873 0.17253 -0.085
N -0.45915 0.54788 0.84926 0.125
N 2.03897 0.50965 0.40932 0.137
H -6.53888 0.06513 -0.61897 0.113
H -5.13272 -1.47401 -1.92011 0.107
H -5.47445 1.73387 1.03575 0.118
H -2.68104 -1.49345 -1.46353 0.112
H -3.09186 1.62935 1.59615 0.120
H 5.70147 0.88797 -1.28054 0.138
H 5.95874 -0.30180 1.03512 0.102
H 3.39445 0.98006 -2.19965 0.108
H 4.04488 -1.44319 1.99723 0.115
H 1.73312 -0.52585 -1.57064 0.169
H -0.90531 -0.90151 -0.51471 0.102
H 1.92664 -1.53106 1.00214 0.168
H -0.63882 1.18643 1.52899 0.058
H 2.53086 1.25605 0.80320 0.158
H 0.97223 0.52526 0.66315 0.045
```

Total charge   +1
HOMO level   -12.38 eV
Orbital gap   9.14 eV
Calculated total energy   -16695.0248 eV
Energy above the lowest of the compared OMol25 structures with the same formula, charge and spin   4.152 eV